[1]
The following is a DFT calculation (ωB97M-V/def2-TZVPD) of a 8-piece molecular cluster, C22H54FN7O9P overall at a distorted geometry.

Kohn-Sham gap	5.9	eV
HOMO energy	-10.4	eV
E	-64543.700	eV

Geometry as ORCA input:
```
! RIJCOSX wB97M-V def2-TZVPD def2/J DEFGRID3
* xyz 1 1
O -1.054 -0.535 0.452
O 0.070 -0.412 1.224
C 1.064 0.430 0.612
P 0.745 0.824 -1.195
F 2.241 1.257 -1.843
H -1.051 -1.491 0.190
H 1.175 1.383 1.217
H 2.072 -0.142 0.662
H 0.238 -0.291 -1.923
H -0.085 1.990 -1.383
C -2.061 -3.982 3.694
O -2.660 -4.036 2.635
N -1.794 -2.842 4.386
C -1.071 -2.855 5.643
C -2.249 -1.573 3.849
H -1.675 -4.888 4.187
H -1.705 -2.429 6.424
H -0.165 -2.252 5.540
H -0.794 -3.871 5.923
H -3.335 -1.597 3.742
H -1.801 -1.427 2.863
H -1.962 -0.754 4.508
C 4.776 5.880 -1.124
O 4.788 7.093 -1.177
N 4.450 5.052 -2.155
C 4.458 3.611 -2.017
C 4.084 5.634 -3.434
H 5.038 5.338 -0.200
H 5.166 3.188 -2.734
H 3.456 3.229 -2.226
H 4.750 3.316 -1.009
H 4.915 6.239 -3.803
H 3.214 6.280 -3.298
H 3.850 4.853 -4.157
C -6.594 -0.679 1.964
O -5.770 -0.119 2.666
N -6.739 -2.025 1.848
C -7.744 -2.623 0.989
C -5.859 -2.891 2.609
H -7.309 -0.112 1.347
H -8.410 -3.240 1.597
H -7.250 -3.249 0.244
H -8.331 -1.856 0.481
H -5.981 -2.678 3.674
H -4.824 -2.686 2.328
H -6.091 -3.938 2.416
C -8.628 -5.636 -1.843
O -8.236 -5.483 -0.701
N -8.153 -4.972 -2.933
C -8.672 -5.209 -4.265
C -7.095 -3.998 -2.755
H -9.429 -6.351 -2.088
H -7.860 -5.555 -4.909
H -9.079 -4.275 -4.662
H -9.460 -5.963 -4.249
H -6.223 -4.491 -2.316
H -7.436 -3.218 -2.070
H -6.821 -3.553 -3.711
C 0.112 8.010 -4.059
O 0.997 7.584 -4.778
N 0.290 8.875 -3.025
C -0.815 9.340 -2.212
C 1.631 9.348 -2.728
H -0.940 7.714 -4.200
H -0.878 10.429 -2.282
H -0.639 9.053 -1.172
H -1.757 8.906 -2.548
H 2.033 9.861 -3.604
H 2.271 8.493 -2.499
H 1.614 10.031 -1.878
C 5.430 -0.205 0.722
O 4.283 0.238 0.747
N 6.545 0.506 1.029
C 7.869 -0.084 0.977
C 6.410 1.896 1.421
H 5.643 -1.250 0.439
H 8.325 -0.024 1.968
H 8.479 0.472 0.261
H 7.819 -1.128 0.670
H 5.778 1.959 2.309
H 5.931 2.452 0.611
H 7.386 2.329 1.634
C 5.956 -4.188 0.661
O 5.992 -2.968 0.701
N 4.885 -4.950 0.998
C 4.915 -6.398 0.926
C 3.670 -4.293 1.443
H 6.825 -4.781 0.338
H 4.142 -6.738 0.234
H 4.721 -6.809 1.919
H 5.886 -6.751 0.577
H 3.313 -3.626 0.654
H 3.890 -3.697 2.332
H 2.902 -5.030 1.676
*
```

Table of Löwdin atomic charges, one value per atom, all in e: O -0.07; O -0.20; C -0.26; P 1.16; F -0.24; H 0.15; H 0.14; H 0.11; H 0.06; H 0.07; C -0.34; O 0.00; N -0.20; C -0.06; C -0.02; H 0.13; H 0.09; H 0.09; H 0.08; H 0.08; H 0.07; H 0.10; C -0.35; O 0.02; N -0.20; C -0.06; C -0.03; H 0.13; H 0.10; H 0.06; H 0.06; H 0.10; H 0.08; H 0.09; C -0.35; O -0.01; N -0.20; C -0.06; C -0.04; H 0.13; H 0.10; H 0.06; H 0.09; H 0.10; H 0.06; H 0.10; C -0.33; O 0.01; N -0.20; C -0.06; C -0.05; H 0.13; H 0.09; H 0.09; H 0.09; H 0.09; H 0.08; H 0.09; C -0.35; O 0.00; N -0.20; C -0.06; C -0.03; H 0.13; H 0.09; H 0.09; H 0.08; H 0.10; H 0.08; H 0.09; C -0.31; O -0.05; N -0.18; C -0.04; C -0.04; H 0.09; H 0.09; H 0.09; H 0.08; H 0.10; H 0.06; H 0.09; C -0.30; O -0.02; N -0.19; C -0.05; C -0.04; H 0.14; H 0.09; H 0.09; H 0.09; H 0.09; H 0.10; H 0.09

***

[2]
The following is a DFT calculation (ωB97M-V/def2-TZVPD) of a 7-piece molecular cluster, C22H55N7O5 overall at a distorted geometry.

Kohn-Sham gap	8.7	eV
HOMO energy	-8.5	eV
E	-44377.308	eV

Geometry as ORCA input:
```
! RIJCOSX wB97M-V def2-TZVPD def2/J DEFGRID3
* xyz 0 1
C -2.274 -1.067 -4.768
C -3.123 -2.289 -5.002
N -3.297 -3.161 -3.844
C -4.178 -4.278 -4.157
C -4.670 -5.073 -2.935
C -2.034 -3.576 -3.216
C -1.836 -2.813 -1.909
H -1.225 -1.362 -4.761
H -2.537 -0.657 -3.788
H -2.457 -0.273 -5.488
H -4.111 -2.010 -5.378
H -2.696 -2.867 -5.840
H -5.079 -3.827 -4.581
H -3.761 -4.954 -4.915
H -5.383 -5.817 -3.290
H -3.816 -5.567 -2.476
H -5.207 -4.422 -2.249
H -1.153 -3.396 -3.842
H -2.055 -4.643 -3.003
H -0.913 -3.057 -1.372
H -2.625 -3.050 -1.189
H -1.875 -1.729 -2.014
C 5.603 0.425 -0.436
C 5.100 -0.929 0.056
N 3.998 -0.805 1.008
C 3.872 -2.059 1.752
C 2.870 -1.972 2.899
C 2.784 -0.203 0.490
C 1.995 -1.140 -0.429
H 6.384 0.281 -1.186
H 5.927 1.032 0.406
H 4.820 0.935 -1.003
H 4.820 -1.502 -0.839
H 5.983 -1.393 0.496
H 4.879 -2.246 2.121
H 3.573 -2.919 1.132
H 1.835 -2.025 2.545
H 2.968 -0.997 3.380
H 2.979 -2.823 3.569
H 2.133 0.067 1.320
H 3.039 0.739 0.003
H 1.041 -0.672 -0.695
H 2.486 -1.384 -1.370
H 1.704 -2.049 0.101
C 0.262 1.247 -4.344
C 0.155 2.204 -3.166
N -0.540 3.348 -3.396
O 0.522 1.893 -2.046
H 0.535 0.251 -4.011
H 1.103 1.560 -4.973
H -0.625 1.245 -4.969
H -0.888 3.909 -2.640
H -0.716 3.683 -4.326
C -0.059 3.641 3.795
C 0.807 2.582 4.464
N 0.417 1.306 4.349
O 1.784 2.915 5.133
H -0.349 4.315 4.599
H -0.937 3.292 3.257
H 0.617 4.156 3.111
H -0.260 1.034 3.637
H 0.868 0.616 4.927
C -2.033 1.139 -0.178
C -1.105 1.222 1.019
N 0.152 1.604 0.773
O -1.513 0.985 2.165
H -1.628 0.268 -0.705
H -1.968 1.995 -0.843
H -3.057 0.962 0.131
H 0.460 1.633 -0.198
H 0.799 1.620 1.544
C -5.397 0.789 2.847
C -4.858 0.961 4.259
N -3.517 0.938 4.343
O -5.619 1.140 5.193
H -4.989 1.573 2.203
H -6.464 1.013 2.864
H -5.258 -0.203 2.423
H -3.077 1.014 5.246
H -2.885 0.852 3.560
C 4.144 4.224 3.050
C 3.860 3.016 2.195
N 3.488 1.857 2.760
O 3.909 3.155 0.971
H 4.422 4.096 4.096
H 3.264 4.866 3.012
H 4.965 4.764 2.581
H 3.449 0.987 2.241
H 3.265 1.856 3.746
*
```

Table of Löwdin atomic charges, one value per atom, all in e: C -0.10; C -0.27; N -0.19; C -0.27; C -0.08; C -0.24; C -0.08; H 0.06; H 0.07; H 0.07; H 0.11; H 0.12; H 0.11; H 0.12; H 0.07; H 0.06; H 0.08; H 0.11; H 0.10; H 0.07; H 0.07; H 0.04; C -0.09; C -0.26; N -0.20; C -0.26; C -0.08; C -0.27; C -0.06; H 0.07; H 0.08; H 0.06; H 0.11; H 0.11; H 0.11; H 0.11; H 0.07; H 0.06; H 0.08; H 0.07; H 0.10; H 0.05; H 0.07; H 0.06; C 0.00; C -0.55; N 0.17; O 0.02; H 0.08; H 0.09; H 0.06; H 0.11; H 0.10; C 0.01; C -0.61; N 0.18; O 0.00; H 0.09; H 0.06; H 0.08; H 0.06; H 0.11; C 0.02; C -0.54; N 0.21; O -0.04; H 0.07; H 0.07; H 0.08; H 0.06; H 0.09; C -0.02; C -0.61; N 0.16; O 0.03; H 0.07; H 0.07; H 0.08; H 0.11; H 0.05; C -0.01; C -0.59; N 0.19; O 0.00; H 0.08; H 0.08; H 0.08; H 0.05; H 0.08